Computed, not measured: an isolated molecule of C20H25NO6 at a distorted geometry, with ωB97M-V/def2-TZVPD.

Frontier orbital gap, hartree: 0.3231
Maximum force, eV/Å: 1.3
Structure (SMILES): COc1cc(CN(C[C@H]2CCCO2)C(=O)c2ccco2)cc(OC)c1OC
Energy above the lowest of the compared OMol25 structures with the same formula, charge and spin, kcal/mol: 31.6
HOMO, eV: -8.08

Structure (ORCA input):
```
! RIJCOSX wB97M-V def2-TZVPD def2/J DEFGRID3
* xyz 0 1
C 1.70 3.88 -0.95
O 2.67 2.87 -0.94
C 2.38 1.70 -0.32
C 1.19 1.43 0.34
C 0.99 0.21 0.97
C 1.99 -0.75 0.93
C 3.19 -0.51 0.27
C 3.39 0.72 -0.36
O 4.52 1.03 -1.08
C 5.76 0.92 -0.41
H 6.00 -0.11 -0.17
H 6.50 1.32 -1.10
H 5.76 1.52 0.50
O 4.20 -1.43 0.18
C 4.05 -2.67 0.83
H 4.97 -3.21 0.64
H 3.21 -3.24 0.42
H 3.92 -2.54 1.91
H 1.81 -1.70 1.42
C -0.32 -0.06 1.65
N -1.44 0.12 0.75
C -2.34 1.10 1.02
O -2.16 1.91 1.93
C -3.57 1.21 0.21
C -4.40 2.30 0.15
C -5.49 1.93 -0.66
C -5.26 0.64 -1.02
O -4.10 0.19 -0.51
H -5.82 -0.05 -1.63
H -6.33 2.53 -0.93
H -4.23 3.24 0.64
C -1.49 -0.78 -0.37
H -2.07 -0.34 -1.18
H -0.46 -0.92 -0.73
C -2.08 -2.16 0.00
H -2.92 -2.01 0.68
C -2.45 -2.98 -1.23
H -3.17 -3.75 -0.95
C -1.11 -3.63 -1.60
H -0.56 -3.01 -2.31
C -0.37 -3.69 -0.25
H -0.28 -4.71 0.13
O -1.13 -2.96 0.69
H 0.64 -3.26 -0.33
H -1.24 -4.62 -2.03
H -2.86 -2.38 -2.03
H -0.46 0.64 2.48
H -0.34 -1.09 2.03
H 0.40 2.17 0.39
H 1.46 4.21 0.07
H 2.15 4.71 -1.49
H 0.79 3.57 -1.46
*
```



Computed, not measured: a structure of composition C20H26AlN2O2Si at a distorted geometry, with ωB97M-V/def2-TZVPD.

Frontier orbital gap, hartree: 0.2745
Maximum force, eV/Å: 2.8
HOMO, eV: -10.71

Structure (ORCA input):
```
! RIJCOSX wB97M-V def2-TZVPD def2/J DEFGRID3
* xyz 1 1
C -0.04 -2.53 3.35
C 0.14 -2.82 1.92
C 1.52 -2.56 1.61
H -0.55 -3.42 1.33
C 2.16 -2.06 2.76
C 1.23 -2.03 3.84
H 1.46 -1.85 4.89
H -0.82 -2.98 3.97
H 2.01 -2.83 0.68
H 3.22 -1.85 2.86
Al -0.44 -0.80 2.28
C -0.09 0.36 0.74
H 0.96 0.63 0.61
H -0.70 1.27 0.80
H -0.40 -0.26 -0.10
Si 0.17 1.91 -2.30
C -0.92 1.10 -3.55
C -0.81 -0.29 -3.73
H -0.07 -0.87 -3.17
C -1.65 -0.95 -4.64
H -1.56 -2.02 -4.78
C -2.61 -0.21 -5.36
H -3.26 -0.72 -6.07
C -2.72 1.17 -5.18
H -3.46 1.74 -5.74
C -1.88 1.83 -4.27
H -1.96 2.91 -4.11
C 1.95 1.62 -2.72
C 2.36 1.38 -4.05
H 1.64 1.45 -4.87
C 3.69 1.03 -4.32
H 3.99 0.81 -5.34
C 4.62 0.95 -3.28
H 5.64 0.66 -3.48
C 4.23 1.25 -1.97
H 4.95 1.20 -1.15
C 2.90 1.62 -1.69
H 2.60 1.88 -0.67
H -0.23 1.32 -1.04
H -0.17 3.30 -1.88
C -3.73 -0.39 5.92
O -3.65 -0.73 4.50
C -2.51 -0.48 3.92
O -2.26 -0.92 2.73
N -1.57 0.16 4.60
N -0.35 0.46 3.86
H -2.84 -0.70 6.49
H -4.59 -0.96 6.28
H -3.91 0.69 6.04
H -1.81 0.73 5.42
H 0.47 0.34 4.47
H -0.35 1.45 3.56
*
```



Computed, not measured: a structure of composition C20H26BBr46O at a distorted geometry, with ωB97M-V/def2-TZVPD.

Frontier orbital gap, hartree: 0.1313
Maximum force, eV/Å: 2.3
HOMO, eV: -3.02

Structure (ORCA input):
```
! RIJCOSX wB97M-V def2-TZVPD def2/J DEFGRID3
* xyz -1 1
C -0.85 2.53 1.04
C 0.59 1.99 0.84
C 1.67 2.92 1.38
C 1.89 3.00 2.91
Br 1.10 4.82 3.44
B 1.12 1.97 3.79
C 1.44 0.39 3.86
O 0.08 2.39 4.71
H -1.11 3.10 0.15
H -0.95 3.13 1.93
H -1.53 1.68 1.03
H 0.71 1.95 -0.25
H 0.67 0.95 1.15
H 1.43 3.92 1.03
H 2.61 2.66 0.87
H 1.31 -0.12 2.91
H 0.78 -0.07 4.60
H 2.46 0.20 4.18
H -0.78 2.45 4.33
C -1.26 -2.20 0.54
Br -1.66 -1.22 2.16
Br -2.07 -3.95 0.54
Br -1.73 -1.18 -1.04
H -0.19 -2.34 0.51
C 4.50 6.59 4.73
Br 5.35 5.69 3.25
Br 4.84 5.69 6.40
Br 4.99 8.46 4.82
H 3.43 6.55 4.55
C -4.43 0.35 5.22
Br -2.89 1.40 4.68
Br -4.17 -1.54 4.90
Br -4.89 0.70 7.06
H -5.27 0.65 4.62
C -1.51 -7.02 -2.34
Br -0.12 -5.75 -1.93
Br -2.47 -7.56 -0.75
Br -2.73 -6.39 -3.70
H -1.03 -7.90 -2.74
C 5.53 -0.29 5.33
Br 4.86 1.52 5.38
Br 5.71 -1.05 7.10
Br 4.43 -1.40 4.19
H 6.51 -0.26 4.90
C -3.12 -5.05 -7.98
Br -4.03 -3.38 -8.35
Br -1.48 -4.73 -7.01
Br -4.30 -6.28 -7.07
H -2.86 -5.49 -8.92
C 0.20 0.12 -3.95
Br -1.03 1.60 -3.72
Br 1.09 -0.30 -2.29
Br -0.68 -1.40 -4.75
H 0.96 0.45 -4.64
C 2.78 -8.64 -3.43
Br 4.18 -7.38 -3.01
Br 1.82 -9.20 -1.85
Br 1.59 -7.97 -4.79
H 3.26 -9.52 -3.83
C 4.11 12.83 5.22
Br 3.22 12.39 6.88
Br 4.44 14.73 5.06
Br 5.72 11.80 4.97
H 3.43 12.56 4.42
C -5.98 -0.01 -0.12
Br -5.51 -0.91 -1.77
Br -5.16 -0.86 1.41
Br -5.58 1.88 -0.19
H -7.05 -0.11 0.00
C 1.05 -12.36 -5.03
Br 0.24 -11.45 -6.54
Br 0.78 -14.27 -5.12
Br 2.92 -11.91 -4.84
H 0.55 -12.00 -4.14
C -0.78 4.03 -6.87
Br -2.31 3.90 -8.04
Br 0.47 2.60 -7.19
Br 0.06 5.76 -6.98
H -1.15 3.91 -5.86
C -6.83 -5.86 -1.76
Br -6.43 -6.78 -3.42
Br -5.94 -6.68 -0.25
Br -6.45 -3.97 -1.86
H -7.90 -5.97 -1.60
C 5.85 2.60 -0.64
Br 6.96 1.35 0.31
Br 4.21 1.79 -1.25
Br 5.51 4.20 0.40
H 6.39 2.91 -1.52
C -2.57 6.62 1.88
Br -3.77 5.12 2.10
Br -1.67 7.07 3.53
Br -1.32 6.33 0.44
H -3.17 7.47 1.61
*
```



Computed, not measured: an isolated molecule of C20H26ClN3O5S at a distorted geometry, with ωB97M-V/def2-TZVPD.

Frontier orbital gap, hartree: 0.3061
Maximum force, eV/Å: 1.0
Structure (SMILES): COc1cc(Cl)c(NS(=O)(=O)c2c(C(=O)N3CCCC3)c(C)n(C)c2C)c(OC)c1
Energy above the lowest of the compared OMol25 structures with the same formula, charge and spin, kcal/mol: 7.6
HOMO, eV: -7.73

Structure (ORCA input):
```
! RIJCOSX wB97M-V def2-TZVPD def2/J DEFGRID3
* xyz 0 1
C 7.48 0.54 0.86
H 8.50 0.26 0.59
O 6.65 -0.34 0.14
C 5.30 -0.23 0.29
C 4.68 0.70 1.12
C 3.29 0.73 1.16
C 2.51 -0.16 0.44
C 3.16 -1.12 -0.36
C 4.54 -1.13 -0.44
H 5.06 -1.85 -1.06
O 2.33 -2.00 -0.96
C 2.83 -2.80 -2.01
H 1.96 -3.30 -2.43
H 3.30 -2.18 -2.78
H 3.54 -3.54 -1.65
N 1.12 -0.07 0.43
S 0.22 -0.27 -0.94
O -0.49 -1.52 -0.97
O 1.00 0.10 -2.09
C -1.00 0.97 -0.62
C -1.25 2.18 -1.21
N -2.32 2.73 -0.58
C -2.77 1.89 0.40
C -1.96 0.78 0.40
C -1.93 -0.41 1.28
O -1.03 -0.56 2.11
N -2.93 -1.29 1.15
C -3.87 -1.33 0.04
C -4.05 -2.82 -0.21
H -4.98 -3.05 -0.72
C -3.97 -3.40 1.20
H -3.73 -4.47 1.21
C -2.86 -2.57 1.84
H -3.00 -2.42 2.92
H -1.87 -3.00 1.68
H -4.91 -3.25 1.72
H -3.21 -3.18 -0.81
H -3.46 -0.80 -0.82
H -4.81 -0.86 0.34
C -3.93 2.20 1.29
H -4.85 2.32 0.72
H -4.05 1.39 2.00
H -3.75 3.12 1.85
C -2.88 4.02 -0.93
H -2.11 4.79 -0.85
H -3.69 4.26 -0.25
H -3.26 4.01 -1.95
C -0.53 2.84 -2.33
H -1.20 3.05 -3.16
H -0.08 3.78 -2.01
H 0.26 2.17 -2.67
H 0.59 -0.20 1.29
Cl 2.51 1.91 2.14
H 5.23 1.41 1.71
H 7.30 1.58 0.58
H 7.36 0.42 1.94
*
```



Computed, not measured: a structure of composition C20H26CoN2O7 at a distorted geometry, with ωB97M-V/def2-TZVPD.

Frontier orbital gap (alpha / beta), hartree: 0.3301 / 0.2007
Maximum force, eV/Å: 1.4
Expectation value of S²: 6.011
HOMO (alpha / beta), eV: -11.51 / -11.51

Structure (ORCA input):
```
! RIJCOSX wB97M-V def2-TZVPD def2/J DEFGRID3
* xyz 1 5
Co -1.22 0.25 0.95
C -4.04 3.27 4.13
O -3.32 3.17 2.89
C -2.99 2.01 2.40
O -2.29 1.95 1.38
N -3.42 0.88 3.01
N -3.03 -0.31 2.39
H -4.05 4.33 4.37
H -3.52 2.73 4.92
H -5.07 2.93 4.02
H -4.15 0.87 3.70
H -3.78 -0.74 1.86
H -2.64 -0.96 3.06
O 0.23 -2.55 1.14
C -0.78 -2.56 0.40
O -1.60 -1.58 0.31
C -1.08 -3.77 -0.43
C -0.30 -4.91 -0.25
C -0.57 -6.06 -0.98
C -1.62 -6.06 -1.90
C -2.39 -4.92 -2.08
C -2.12 -3.78 -1.35
H 0.51 -4.89 0.47
H 0.03 -6.94 -0.84
H -1.83 -6.95 -2.47
H -3.20 -4.92 -2.80
H -2.71 -2.88 -1.48
C 4.90 2.63 -3.97
C 3.76 2.35 -3.04
C 2.45 2.34 -3.49
C 1.38 2.02 -2.67
C 0.00 2.09 -3.24
C 1.65 1.67 -1.32
C 2.98 1.75 -0.82
C 3.35 1.50 0.62
C 4.00 2.08 -1.69
C 0.56 1.20 -0.47
O 0.62 1.17 0.81
O -0.53 0.75 -0.93
H 4.59 2.58 -5.01
H 5.71 1.92 -3.80
H 5.31 3.63 -3.78
H 2.25 2.61 -4.52
H 0.02 2.57 -4.22
H -0.67 2.65 -2.59
H -0.44 1.10 -3.35
H 2.93 0.56 0.98
H 2.95 2.30 1.24
H 4.43 1.47 0.74
H 5.02 2.12 -1.33
C 0.78 -0.21 3.42
O -0.27 -0.72 2.60
H 1.69 -0.03 2.85
H 1.00 -0.92 4.22
H 0.45 0.74 3.86
H 0.07 -1.51 2.06
*
```



Computed, not measured: a structure of composition C20H26EuI2N2O2S4 at a distorted geometry, with ωB97M-V/def2-TZVPD.

Frontier orbital gap (alpha / beta), hartree: 0.2674 / 0.2763
Maximum force, eV/Å: 2.4
Expectation value of S²: 12.013
Energy above the lowest of the compared OMol25 structures with the same formula, charge and spin, kcal/mol: 0.6
HOMO (alpha / beta), eV: -10.08 / -10.08

Structure (ORCA input):
```
! RIJCOSX wB97M-V def2-TZVPD def2/J DEFGRID3
* xyz 1 7
Eu 0.07 0.02 0.49
C -1.19 -1.55 -3.25
C -2.55 -1.22 -2.65
S -2.54 0.04 -1.33
C -2.63 1.61 -2.24
C -1.40 2.00 -3.04
S 0.12 2.05 -2.03
C 1.32 1.50 -3.30
C 2.68 1.21 -2.69
S 2.70 0.04 -1.29
C 2.75 -1.60 -2.07
C 1.54 -2.03 -2.89
S -0.02 -2.01 -1.93
H -0.78 -0.71 -3.80
H -1.29 -2.40 -3.93
H -2.97 -2.11 -2.18
H -3.24 -0.88 -3.43
H -2.82 2.34 -1.45
H -3.50 1.56 -2.89
H -1.55 3.00 -3.46
H -1.23 1.31 -3.87
H 1.41 2.30 -4.03
H 0.91 0.62 -3.78
H 3.11 2.12 -2.27
H 3.36 0.83 -3.45
H 2.88 -2.27 -1.21
H 3.64 -1.66 -2.69
H 1.69 -3.05 -3.23
H 1.41 -1.39 -3.76
N -1.57 3.68 2.34
C -0.83 2.83 1.63
O -1.37 1.86 1.04
C 0.65 3.06 1.56
C 1.43 1.72 1.66
H -2.56 3.54 2.41
H -1.15 4.45 2.84
H 0.95 3.79 2.32
H 0.84 3.51 0.59
H 1.57 1.50 2.73
H 2.44 1.91 1.29
I 3.42 -3.11 2.51
C 1.35 -3.21 2.83
C 0.82 -4.01 3.84
C -0.54 -4.07 4.03
I -1.29 -5.33 5.54
C -1.41 -3.28 3.24
C -2.82 -3.25 3.38
C -3.56 -2.41 2.60
C -2.91 -1.57 1.68
N -1.61 -1.58 1.50
C -0.85 -2.44 2.25
C 0.56 -2.44 1.98
O 1.06 -1.75 0.99
H 1.48 -4.60 4.46
H -3.29 -3.90 4.10
H -4.64 -2.38 2.69
H -3.48 -0.87 1.09
*
```



Computed, not measured: an isolated molecule of C20H26F2N2O2, with ωB97M-V/def2-TZVPD.

Frontier orbital gap, hartree: 0.3483
Maximum force, eV/Å: 0.7
Structure (SMILES): O=C(NCc1cc(F)ccc1F)[C@H]1CCC(=O)N(C2CCCCCC2)C1
Energy above the lowest of the compared OMol25 structures with the same formula, charge and spin, kcal/mol: 5.0
HOMO, eV: -9.00

Structure (ORCA input):
```
! RIJCOSX wB97M-V def2-TZVPD def2/J DEFGRID3
* xyz 0 1
O 1.80 0.16 -2.40
C 1.65 0.13 -1.20
N 2.50 -0.53 -0.38
H 2.41 -0.44 0.62
C 3.71 -1.16 -0.88
C 4.89 -0.22 -0.79
C 5.08 0.77 -1.74
C 6.14 1.65 -1.61
C 7.04 1.57 -0.55
C 6.85 0.59 0.40
C 5.78 -0.28 0.28
F 5.60 -1.23 1.23
H 7.52 0.49 1.24
H 7.86 2.26 -0.49
F 6.32 2.60 -2.54
H 4.40 0.86 -2.57
H 3.90 -2.07 -0.31
H 3.52 -1.40 -1.93
C 0.46 0.78 -0.50
C -0.82 0.04 -0.94
N -1.96 0.65 -0.32
C -2.12 2.00 -0.41
O -3.03 2.60 0.13
C -1.07 2.66 -1.28
C 0.36 2.26 -0.88
H 1.02 2.47 -1.73
H 0.69 2.88 -0.05
H -1.26 2.35 -2.31
H -1.20 3.74 -1.22
C -2.92 -0.15 0.43
C -3.63 -1.13 -0.52
C -4.94 -1.68 0.04
C -4.82 -2.35 1.41
H -4.02 -3.09 1.40
C -4.62 -1.35 2.55
H -5.18 -0.45 2.31
H -5.04 -1.76 3.46
C -3.16 -0.99 2.84
C -2.26 -0.87 1.61
H -1.93 -1.86 1.29
H -1.36 -0.31 1.90
H -3.14 -0.05 3.39
H -2.72 -1.75 3.49
H -5.75 -2.89 1.59
H -5.66 -0.86 0.11
H -5.33 -2.40 -0.68
H -2.96 -1.96 -0.75
H -3.85 -0.61 -1.45
H -3.65 0.58 0.80
H -0.77 -1.01 -0.64
H -0.88 0.08 -2.03
H 0.56 0.67 0.58
*
```



Computed, not measured: an isolated molecule of C20H26FN5O3S at a distorted geometry, with ωB97M-V/def2-TZVPD.

Frontier orbital gap, hartree: 0.3360
Maximum force, eV/Å: 1.7
Structure (SMILES): CCc1nnc(NC(=O)CCC(=O)N2CCN(Cc3ccc(OC)c(F)c3)CC2)s1
Energy above the lowest of the compared OMol25 structures with the same formula, charge and spin, kcal/mol: 0.0
HOMO, eV: -8.49

Structure (ORCA input):
```
! RIJCOSX wB97M-V def2-TZVPD def2/J DEFGRID3
* xyz 0 1
C -4.72 -1.52 2.14
H -3.86 -1.32 2.79
H -4.81 -2.60 2.00
H -5.61 -1.15 2.63
C -4.53 -0.82 0.79
C -3.33 -1.32 0.09
N -3.33 -1.80 -1.10
N -2.14 -2.23 -1.53
C -1.21 -2.08 -0.65
N 0.07 -2.54 -0.83
C 1.05 -2.42 0.12
O 0.88 -1.77 1.12
C 2.29 -3.22 -0.18
H 2.47 -3.28 -1.26
C 3.52 -2.59 0.49
C 3.95 -1.40 -0.35
O 4.15 -1.56 -1.55
N 4.14 -0.20 0.24
C 3.72 0.25 1.54
H 4.54 0.81 1.99
C 2.50 1.17 1.40
N 2.83 2.29 0.53
C 3.24 1.81 -0.77
C 4.47 0.93 -0.62
H 5.28 1.50 -0.15
H 4.80 0.55 -1.58
H 2.44 1.22 -1.27
H 3.48 2.68 -1.40
C 1.82 3.33 0.51
C 0.45 2.87 0.07
C 0.13 2.70 -1.27
C -1.11 2.22 -1.67
C -2.09 1.93 -0.73
C -1.77 2.13 0.62
C -0.53 2.57 1.02
H -0.34 2.70 2.07
F -2.70 1.88 1.56
O -3.35 1.49 -1.00
C -3.69 1.22 -2.34
H -3.63 2.12 -2.96
H -3.06 0.44 -2.76
H -4.72 0.86 -2.30
H -1.30 2.09 -2.72
H 0.86 2.94 -2.03
H 2.18 4.12 -0.16
H 1.76 3.75 1.52
H 1.65 0.58 1.02
H 2.23 1.56 2.38
H 3.46 -0.58 2.19
H 4.34 -3.30 0.48
H 3.27 -2.34 1.52
H 2.13 -4.23 0.20
H 0.23 -3.05 -1.69
S -1.73 -1.33 0.84
H -4.43 0.25 0.95
H -5.39 -1.00 0.15
*
```